5 unconnected molecules or ions with the total composition C29H25NO11S. Source: OMol25; level of theory: ωB97M-V with the def2-TZVPD basis set.

```
67
Properties=species:S:1:pos:R:3:forces:R:3:lowdin_charge:R:1
O -3.462322 0.788670 -1.807390 -0.354 -0.240 0.157 0.1322
C -3.321557 0.511875 -2.960732 0.265 0.037 -0.115 -0.4150
N -2.246580 -0.282924 -3.494836 -0.386 0.341 -0.164 0.0443
C -1.959146 0.295869 -4.840316 0.077 0.185 0.247 -0.1586
C -3.046257 1.375353 -5.119088 0.093 -0.361 0.270 -0.1092
C -4.150193 0.983860 -4.133758 0.044 -0.275 -0.541 -0.2889
C -5.293201 1.938701 -3.862796 0.240 0.167 0.269 -0.2063
S -6.841145 1.298785 -4.454482 0.088 -0.056 0.001 0.6696
O -6.860592 1.435796 -5.883004 -0.018 -0.058 -0.061 -0.3387
O -7.915927 1.769685 -3.636389 -0.069 0.109 -0.032 -0.3339
H -2.617865 -1.226111 -3.570220 0.346 -0.119 0.091 0.1237
H -0.994183 0.790828 -4.760815 0.114 -0.133 -0.189 0.1080
H -1.891344 -0.472893 -5.604490 -0.122 -0.078 -0.013 0.1157
H -3.421651 1.371385 -6.137949 0.162 0.096 -0.088 0.1224
H -2.618782 2.344783 -4.865746 -0.247 0.174 -0.119 0.1240
H -4.530060 0.035661 -4.549307 -0.216 0.084 0.084 0.1435
H -5.406819 2.118656 -2.793593 0.006 0.048 0.018 0.1103
H -5.170155 2.883004 -4.394235 -0.038 0.068 0.100 0.1198
H -6.666992 -0.022004 -4.182584 -0.046 -0.054 0.017 0.0777
O -0.227074 -0.863347 3.582357 -0.028 0.022 0.035 0.0860
C -0.356797 0.017854 2.754957 0.030 -0.003 0.018 -0.3840
C -1.282863 -0.140634 1.608049 0.005 -0.028 -0.032 0.0190
C -1.418385 0.811296 0.688397 0.064 0.024 0.022 0.0301
C -0.647913 2.080527 0.792001 0.024 0.008 -0.037 -0.3743
O -0.760690 2.948805 -0.048931 0.015 -0.016 -0.001 0.1011
C 0.275409 2.241551 1.942875 -0.103 -0.032 -0.017 0.0165
C 0.414020 1.280528 2.851201 -0.046 -0.003 0.042 0.0097
H -1.827714 -1.075795 1.563838 0.000 -0.002 0.012 0.1194
H -2.073869 0.713336 -0.168472 0.017 0.039 0.054 0.0848
H 0.832366 3.167717 1.989926 0.003 0.002 -0.006 0.1232
H 1.090994 1.367935 3.690217 -0.001 0.019 -0.001 0.1104
O 3.295598 1.813355 2.072692 0.159 0.006 0.073 0.0901
C 3.747454 1.317673 1.061918 -0.130 0.029 -0.074 -0.3787
C 4.120768 -0.114803 0.999308 -0.035 -0.001 -0.019 0.0299
C 4.551424 -0.665848 -0.132858 0.075 0.048 0.034 0.0182
C 4.691914 0.139309 -1.373244 -0.021 -0.008 -0.014 -0.3807
O 5.063603 -0.364646 -2.411847 -0.007 -0.006 0.001 0.1053
C 4.339726 1.580765 -1.304869 -0.019 -0.003 -0.002 0.0210
C 3.896285 2.125403 -0.176108 0.039 0.007 0.002 0.0244
H 3.989720 -0.682959 1.911923 0.027 0.013 0.012 0.1254
H 4.796070 -1.715217 -0.216517 0.026 0.046 0.014 0.0970
H 4.449685 2.143121 -2.223430 0.007 -0.011 -0.006 0.1213
H 3.612438 3.167602 -0.100328 0.006 0.000 0.017 0.1231
O 1.225970 -1.175146 9.738611 -0.003 0.003 -0.002 0.1056
C 1.088956 -0.292922 8.919223 -0.001 0.006 -0.003 -0.3865
C 0.152279 -0.436583 7.776408 -0.001 0.005 0.003 0.0261
C 0.004316 0.532850 6.878174 -0.004 -0.006 -0.016 0.0220
C 0.771246 1.799727 6.980714 -0.003 -0.005 0.013 -0.3829
O 0.639738 2.685330 6.162327 0.006 -0.022 -0.027 0.0979
C 1.709303 1.945143 8.123247 -0.001 -0.004 0.008 0.0194
C 1.855961 0.975989 9.021626 0.001 0.005 -0.006 0.0195
H -0.392141 -1.370531 7.721608 0.010 -0.006 0.002 0.1239
H -0.665635 0.445463 6.032461 0.021 -0.007 -0.014 0.1118
H 2.256010 2.878245 8.172938 -0.007 0.004 -0.011 0.1210
H 2.531754 1.054957 9.863707 -0.003 -0.012 0.003 0.1210
O 3.640411 -3.476560 -0.902798 -0.007 -0.210 -0.034 0.0904
C 2.839622 -3.738488 -1.775114 -0.041 0.132 0.018 -0.3681
C 3.146966 -4.714383 -2.848715 -0.005 -0.008 -0.005 0.0276
C 2.263417 -4.980813 -3.806655 -0.003 0.003 0.003 0.0242
C 0.936140 -4.312761 -3.841563 0.030 0.014 0.039 -0.3845
O 0.132250 -4.553353 -4.715771 -0.020 0.006 -0.020 0.1038
C 0.631556 -3.335905 -2.764950 -0.005 -0.011 -0.014 0.0223
C 1.513227 -3.071728 -1.806182 -0.015 0.000 -0.008 0.0286
H 4.121877 -5.182387 -2.802710 0.002 0.005 0.006 0.1239
H 2.460155 -5.685799 -4.604175 -0.009 0.002 -0.005 0.1227
H -0.339417 -2.859579 -2.813293 0.007 0.022 0.002 0.1097
H 1.318625 -2.363294 -1.010450 0.007 -0.001 0.007 0.1217
```
Forces are in eV/Å.

Results
M = 595.582 g mol⁻¹
LUMO level = -0.065 Ha
SMILES string = O=C1NCC[C@@H]1C[SH](=O)=O.O=C1C=CC(=O)C=C1.O=C1C=CC(=O)C=C1.O=C1C=CC(=O)C=C1.O=C1C=CC(=O)C=C1
Gap between HOMO and LUMO = 8.2 eV
HOMO energy = -10.01 eV

=====

A molecular structure, C29H26As2BBr2CrNO11 in a non-equilibrium geometry. Source: OMol25; level of theory: ωB97M-V with the def2-TZVPD basis set.

```
73
Properties=species:S:1:pos:R:3:forces:R:3:lowdin_charge:R:1
Cr 13.383818 10.110258 12.403016 0.194 0.228 -1.279 0.7747
Br 15.824415 8.018183 16.255951 -0.070 0.076 -0.713 0.7679
C 16.218646 8.101550 14.392790 0.122 0.663 -0.371 -0.5765
C 17.496955 7.668101 13.956251 -0.332 -0.965 0.080 -0.1742
C 17.808873 7.535868 12.651122 -0.629 1.619 -2.399 -0.6091
Br 19.553117 7.066358 12.087215 0.002 -0.267 0.129 0.7693
C 16.913465 8.088157 11.601799 0.420 -1.091 1.372 -0.1501
C 17.027997 8.032065 10.203802 0.905 0.168 1.159 -0.0144
C 16.127128 8.618596 9.386921 0.027 -0.320 -1.349 -0.0111
C 14.970307 9.181549 9.919200 0.422 -0.033 0.267 -0.0786
N 14.788518 9.154555 11.212871 -0.224 0.573 1.139 0.0443
C 15.725487 8.625290 12.062538 -0.196 0.352 0.127 -0.1213
C 15.350206 8.632774 13.452949 -0.815 -0.904 0.215 -0.3512
O 14.083265 8.944752 13.646254 0.514 -0.062 1.422 -0.1926
H 18.198130 7.226528 14.636853 0.150 0.209 0.581 0.0941
H 17.902045 7.582635 9.814900 0.750 -0.431 -0.544 0.0819
H 16.358232 8.556719 8.320327 -0.556 0.307 0.277 0.1241
H 14.206113 9.648752 9.326737 -0.091 0.033 -0.255 0.0983
O 12.474522 7.904699 10.582935 -0.229 -0.526 -0.334 0.1166
B 11.952220 8.763494 11.547917 0.401 0.393 0.908 -0.5327
O 10.588110 8.587548 11.700893 -0.320 -0.526 -1.199 0.1285
C 10.226629 7.702258 10.651480 -0.583 0.923 1.501 -0.1614
C 8.931512 7.368063 10.300295 1.824 -0.895 -1.145 0.0261
C 8.854861 6.539768 9.155866 0.390 0.228 -0.032 -0.0721
C 10.032245 6.199182 8.491045 -0.205 -0.782 -0.386 -0.0776
C 11.319554 6.504340 8.966859 -0.969 -1.658 -2.244 -0.0080
C 11.393044 7.269017 10.027411 -0.725 2.271 2.410 -0.2387
H 8.097912 7.733970 10.824099 -0.902 0.325 0.612 0.1052
H 7.908543 6.146581 8.768820 0.320 0.445 0.196 0.1068
H 9.971080 5.646609 7.550244 -0.081 -0.041 0.421 0.1043
H 12.194103 6.109178 8.526052 0.740 -0.219 -0.774 0.1166
C 14.727915 12.014839 6.479826 -1.142 1.550 0.509 -0.0202
O 14.157559 12.082234 7.822463 1.113 0.093 -0.757 -0.1039
C 15.006493 12.636130 8.739954 -0.795 -1.314 0.685 -0.5648
O 16.138593 12.965316 8.487257 0.066 0.400 -0.213 0.0931
C 14.420089 12.542406 10.077094 -0.228 -0.485 -1.108 -0.3006
C 14.887520 13.300936 11.143695 0.694 0.071 0.564 -0.4017
As 14.439256 15.172333 11.039529 0.177 0.373 0.732 1.3333
C 14.439988 15.592823 9.148157 0.619 -1.534 -0.835 -0.2820
C 12.506814 14.710495 11.115649 -1.474 -2.332 0.286 -0.2267
C 11.844060 13.489209 11.001293 1.984 2.435 -0.134 -0.2166
As 12.733164 11.797010 10.588715 0.307 -0.202 0.440 1.3156
C 11.710957 11.053193 9.156230 -1.157 0.443 -0.192 -0.2311
C 10.359726 13.481850 10.921476 0.086 1.112 -0.530 -0.5981
O 9.816976 13.994160 9.982865 -0.237 -0.282 -0.625 0.1425
O 9.654293 12.935888 11.880958 -0.019 -0.453 0.815 0.0174
C 10.276794 12.721018 13.148725 -0.925 1.545 0.894 -0.0313
C 11.642547 15.885107 11.448756 -0.024 -0.684 -0.322 -0.5426
O 10.661511 15.838527 12.144212 -0.015 0.416 0.120 0.1340
O 12.112430 16.963341 10.826327 0.369 0.014 -0.239 -0.0864
C 11.281394 18.121500 10.842214 0.146 -0.071 -0.359 -0.0187
C 14.934598 12.786924 12.437974 -0.353 -0.179 -0.022 -0.5394
O 14.697608 11.582441 12.793437 0.425 0.670 0.256 -0.1055
O 15.165556 13.654674 13.441203 0.474 0.282 0.635 -0.1002
C 16.410387 14.398460 13.491964 -0.293 -0.770 -0.405 -0.0677
H 14.037231 11.383411 5.966974 -0.471 -0.150 -0.645 0.0802
H 15.701489 11.593116 6.412471 0.862 -0.315 0.470 0.0760
H 14.757547 13.057574 6.081545 -0.059 -0.924 0.043 0.1124
H 15.306226 15.131088 8.608610 -0.545 0.659 0.691 0.0414
H 14.444077 16.660177 9.058973 -0.189 0.461 -0.231 0.0118
H 13.548255 15.107843 8.748423 -0.055 0.482 -0.300 0.0365
H 11.581439 11.820352 8.398617 -0.147 -0.094 -0.150 0.0449
H 10.723382 10.735222 9.553309 0.554 0.237 -0.170 0.0652
H 12.192923 10.193673 8.724082 0.290 -0.301 -0.058 0.0285
H 9.429555 12.670990 13.816700 -0.134 -0.063 0.330 0.1016
H 10.929991 13.531863 13.534800 -0.369 -0.280 -0.817 0.1160
H 10.760402 11.797411 13.202045 0.946 -1.593 -0.186 0.0538
H 10.353565 17.856354 10.343264 -0.203 0.232 0.030 0.1021
H 11.825664 18.887847 10.271312 -0.271 -0.242 0.420 0.1037
H 11.098339 18.381842 11.872839 -0.157 0.442 0.181 0.0928
H 17.085266 13.822057 14.109089 0.190 0.071 0.418 0.0888
H 16.199435 15.377507 13.893908 -0.055 0.124 0.156 0.0831
H 16.880971 14.485534 12.514059 -0.239 0.066 -0.170 0.0740
```
Forces are in eV/Å.

Results
M = 936.983 g mol⁻¹
Multiplicity = 5
LUMO level (spin up / spin down) = -0.024 / -0.048 Ha
Relative energy (zero: lowest compared OMol25 entry of this formula, charge and spin) = 61.5 kJ/mol
Gap between HOMO and LUMO (spin up / spin down) = 6.8 / 6.7 eV
HOMO energy (spin up / spin down) = -7.49 / -8.04 eV

=====

A molecular structure, C29H26BaClN12O5. Source: OMol25; level of theory: ωB97M-V with the def2-TZVPD basis set.

```
74
Properties=species:S:1:pos:R:3:forces:R:3:lowdin_charge:R:1
Ba -0.017671 0.721707 0.105586 -0.447 -0.152 -0.644 1.9273
Cl 4.154238 -4.083925 4.992901 0.015 -0.038 0.008 0.6593
C 3.329024 -2.843106 4.102835 -0.054 0.064 -0.065 -0.6807
C 3.215955 -1.556543 4.649992 0.010 -0.109 -0.053 -0.0943
C 2.553954 -0.578024 3.960542 -0.025 0.017 -0.018 -0.0168
C 1.959750 -0.806604 2.688110 0.102 -0.007 0.291 -0.3943
O 1.289253 0.132133 2.126003 -0.172 0.116 -0.172 -0.3486
C 2.126717 -2.103321 2.127051 -0.002 -0.081 -0.027 -0.1357
C 1.694206 -2.504974 0.812078 -0.112 0.057 -0.194 -0.0953
N 1.176732 -1.796963 -0.141789 0.147 -0.265 0.033 -0.0272
C 0.994354 -2.468263 -1.380250 0.077 0.026 0.093 -0.2213
C 1.903366 -3.375486 -1.881795 -0.079 0.158 0.154 -0.0134
C 1.680548 -4.057576 -3.092325 -0.096 0.020 -0.069 -0.0560
C 0.548830 -3.824542 -3.817385 0.094 -0.035 0.043 -0.0300
C -0.381312 -2.858696 -3.371681 -0.052 0.036 -0.040 -0.1500
C -1.551026 -2.557728 -4.106233 0.036 0.005 0.041 0.0031
C -2.395290 -1.586414 -3.659382 0.015 -0.008 -0.020 -0.0387
C -2.048189 -0.898867 -2.482450 -0.179 0.162 0.069 -0.1711
N -0.991927 -1.154413 -1.754043 0.004 -0.265 -0.187 -0.0307
C -0.154274 -2.148470 -2.170576 0.117 -0.058 0.118 -0.1849
C 2.797010 -3.102399 2.869709 0.013 0.037 0.047 -0.0713
H 3.656782 -1.347836 5.615437 0.013 -0.013 0.021 0.1086
H 2.468017 0.421291 4.369314 0.007 0.005 -0.004 0.1047
H 1.852372 -3.571787 0.619817 0.029 0.009 0.000 0.1224
H 2.822716 -3.555634 -1.341318 0.010 -0.013 0.034 0.1171
H 2.417156 -4.768063 -3.441137 0.011 -0.011 -0.002 0.1131
H 0.357302 -4.350662 -4.742867 0.000 -0.016 -0.022 0.1174
H -1.754319 -3.101830 -5.019889 -0.005 -0.010 -0.018 0.1242
H -3.296522 -1.325351 -4.195340 -0.013 0.018 0.011 0.1100
H -2.676699 -0.080623 -2.141205 -0.040 0.035 -0.001 0.1059
H 2.902825 -4.091244 2.441477 0.015 -0.033 0.005 0.1114
O -3.836537 6.649223 -4.974399 -0.028 0.125 -0.322 0.1033
N -3.563617 6.513446 -3.806664 -0.206 -0.298 0.118 -0.3434
O -3.864992 7.287104 -2.925622 0.054 0.233 0.200 0.0930
C -2.814486 5.296978 -3.434269 0.246 -0.152 -0.008 -0.0620
C -2.047781 4.770313 -4.407219 -0.017 0.035 0.060 0.0749
C -1.224188 3.632402 -4.148088 -0.033 0.001 0.055 -0.1215
C -0.404129 3.076276 -5.143800 0.032 -0.058 0.048 0.0169
C 0.369894 1.988790 -4.837287 -0.039 0.037 0.030 -0.0199
C 0.317079 1.490555 -3.528632 0.059 0.032 -0.118 -0.1265
N -0.434460 1.999054 -2.574651 0.042 -0.148 0.082 0.0340
C -1.217762 3.052878 -2.871709 -0.081 0.089 -0.026 -0.1457
C -2.094855 3.589764 -1.840000 0.010 0.100 -0.122 -0.1407
N -2.114058 2.956237 -0.651545 0.156 -0.187 -0.002 0.0723
C -2.894932 3.423663 0.295080 -0.113 0.024 0.060 -0.1336
C -3.730653 4.531316 0.128295 0.032 -0.009 -0.033 -0.0190
C -3.731874 5.183008 -1.075223 0.007 0.003 -0.015 0.0232
C -2.888873 4.725965 -2.108108 -0.002 -0.007 -0.032 -0.0524
H -2.045562 5.224869 -5.388767 0.002 -0.006 0.024 0.1377
H -0.397861 3.511950 -6.134285 0.008 0.004 -0.024 0.1291
H 1.011956 1.524584 -5.571133 0.016 -0.019 -0.003 0.1156
H 0.923260 0.630408 -3.260244 0.025 -0.030 -0.002 0.1110
H -2.860516 2.899516 1.241944 -0.010 0.002 0.027 0.0858
H -4.362335 4.866322 0.938308 -0.003 -0.010 0.017 0.1150
H -4.362015 6.042233 -1.230400 -0.010 0.009 -0.006 0.1114
N -2.041026 0.399210 2.418083 0.078 -0.070 0.060 -0.0024
N -1.563740 1.122220 3.522256 -0.065 -0.022 0.070 -0.0002
C -0.592733 2.053527 3.372705 0.063 -0.038 0.082 -0.4197
N 0.041147 2.463448 4.466786 0.069 0.061 -0.147 0.2272
N -0.432536 2.498623 2.127538 0.050 0.082 0.088 -0.0064
N 0.702988 3.177433 1.817635 0.149 0.246 0.311 -0.4505
O 0.977654 3.161475 0.618750 0.092 0.265 -0.038 -0.1174
O 1.387179 3.756887 2.640125 -0.057 0.048 0.107 0.0793
H -3.048923 0.492709 2.354824 0.043 0.038 0.028 0.0893
H -1.840373 -0.592245 2.526653 -0.010 0.016 0.003 0.0709
H -1.748793 0.771722 4.450900 -0.003 0.012 -0.071 0.1566
H -0.009117 1.932507 5.318975 0.010 -0.017 -0.002 0.1278
H 0.771008 3.154340 4.337994 -0.091 -0.073 0.049 0.1035
N -2.400679 -3.225845 0.490204 -0.008 0.058 0.044 -0.0631
N -3.235955 -2.208892 1.061513 0.075 -0.025 0.039 -0.0791
H -2.948241 -4.004424 0.138034 0.010 0.019 0.028 0.0709
H -1.796298 -3.576724 1.222236 -0.004 0.017 -0.040 0.0640
H -4.053732 -2.611620 1.510171 -0.006 0.048 -0.022 0.0719
H -3.563110 -1.622095 0.302651 0.017 -0.083 -0.027 0.0546
```
Forces are in eV/Å.

Results
M = 795.387 g mol⁻¹
LUMO level = -0.116 Ha
Net charge = +1
Relative energy (zero: lowest compared OMol25 entry of this formula, charge and spin) = 0.0 kJ/mol
Gap between HOMO and LUMO = 6.5 eV
HOMO energy = -9.62 eV